1.
Here is a molecular structure, C21H35BO2P2Pd in a non-equilibrium geometry from OMol25. Energies are from wB97M-V/def2-TZVPD.

```
62
Properties=species:S:1:pos:R:3
P 4.109 0.477 0.233
P 3.762 1.432 -3.181
C 5.533 0.820 -0.961
C 5.261 1.802 -2.091
H 5.824 -0.175 -1.337
H 6.348 1.131 -0.289
H 5.213 2.854 -1.755
H 6.013 1.743 -2.884
C 4.676 0.705 -4.580
H 4.012 0.334 -5.366
H 5.335 -0.135 -4.291
H 5.325 1.503 -4.984
C 3.003 3.049 -3.458
H 3.667 3.521 -4.183
H 2.961 3.601 -2.504
H 1.987 2.907 -3.859
C 4.648 -1.105 0.942
H 4.048 -1.392 1.811
H 5.713 -1.015 1.211
H 4.540 -1.906 0.203
C 4.499 1.832 1.451
H 4.585 2.840 0.983
H 5.470 1.552 1.902
H 3.819 1.838 2.369
Pd 2.635 1.997 0.982
C 1.780 -0.121 -3.984
C 2.397 -1.326 -4.099
C 3.340 -2.055 -3.177
C 2.961 -1.811 -1.729
C 2.910 -0.394 -1.164
C 2.597 0.893 -1.932
C 1.058 1.114 -2.036
C 0.556 0.245 -3.204
C 0.726 1.162 3.327
H 1.956 0.603 -4.819
H 2.266 -1.870 -5.048
H 4.398 -1.798 -3.396
H 3.253 -3.161 -3.221
H 1.922 -2.193 -1.670
H 3.553 -2.487 -1.086
H 2.145 -0.466 -0.370
H 2.814 1.831 -1.285
H 0.638 2.161 -2.047
H 0.674 0.717 -1.121
H 0.098 -0.684 -2.815
H -0.245 0.724 -3.812
H -0.054 1.897 3.596
H 1.647 1.591 3.726
H 0.600 0.157 3.753
O 0.580 -0.406 1.258
B 0.775 1.019 1.768
O -0.226 1.850 1.024
C -1.131 0.939 0.602
C -2.357 1.255 0.028
C -3.210 0.175 -0.223
C -2.752 -1.152 -0.115
C -1.414 -1.466 0.185
C -0.658 -0.404 0.707
H -2.575 2.312 -0.192
H -4.228 0.407 -0.556
H -3.448 -1.960 -0.353
H -0.975 -2.458 0.025
```

Properties
multiplicity = 5
net charge = +2
lowest unoccupied orbital energy (spin up / spin down) = -5.82 / -8.70 eV
energy above the lowest of the compared OMol25 structures with the same formula, charge and spin = 109.51 kcal per mole
F_max = 5.02 eV/Å



2.
Here is 6 unconnected molecules or ions with the total composition C21H35Cl10FIN2O3 in a non-equilibrium geometry from OMol25. Energies are from wB97M-V/def2-TZVPD.

```
73
Properties=species:S:1:pos:R:3
C 0.740 2.702 -1.870
C -0.549 2.039 -2.379
F -0.369 1.794 -3.749
C -0.897 0.709 -1.678
C 0.001 0.021 -0.886
N -0.282 -1.169 -0.268
C 0.812 -1.767 0.513
C 2.154 -1.957 -0.268
O 2.967 -2.875 0.458
C 2.004 -2.371 -1.758
N 0.837 -3.241 -2.033
C -1.519 -1.679 -0.416
I -2.090 -3.489 0.545
C -2.518 -1.051 -1.205
C -2.210 0.156 -1.865
C -3.309 0.771 -2.726
O -3.277 1.855 -3.239
O -4.415 -0.051 -2.930
H 1.594 1.997 -1.824
H 1.060 3.519 -2.545
H 0.623 3.173 -0.874
H -1.398 2.746 -2.239
H 0.998 0.452 -0.746
H 1.031 -1.055 1.336
H 0.569 -2.724 0.995
H 2.693 -0.985 -0.248
H 3.796 -2.425 0.664
H 1.946 -1.446 -2.370
H 2.906 -2.921 -2.086
H 0.089 -2.616 -2.339
H 1.011 -3.803 -2.866
H -3.499 -1.523 -1.301
H -4.430 -0.225 -3.886
Cl -0.648 3.692 2.785
C -0.766 4.905 1.483
C -2.143 4.957 0.874
Cl -2.525 3.473 -0.048
H -0.013 4.673 0.740
H -0.522 5.869 1.926
H -2.203 5.791 0.176
H -2.915 5.088 1.630
Cl 2.363 5.050 1.133
C 2.788 6.776 0.959
C 2.844 7.486 2.290
Cl 1.235 7.645 3.038
H 2.063 7.236 0.289
H 3.767 6.813 0.481
H 3.230 8.496 2.152
H 3.492 6.966 2.993
Cl -2.283 -9.706 -0.063
C -1.057 -8.464 0.290
C -1.349 -7.720 1.569
Cl -2.804 -6.687 1.429
H -1.008 -7.786 -0.561
H -0.101 -8.977 0.373
H -0.516 -7.061 1.812
H -1.503 -8.398 2.402
Cl -1.152 7.921 -0.276
C -1.340 9.689 -0.439
C -0.625 10.442 0.656
Cl -1.386 10.202 2.246
H -2.404 9.914 -0.451
H -0.922 9.962 -1.408
H -0.659 11.511 0.447
H 0.418 10.141 0.735
Cl -0.218 -10.721 2.790
C 0.767 -11.942 1.942
C 2.191 -11.485 1.727
Cl 2.306 -10.146 0.555
H 0.274 -12.176 1.000
H 0.761 -12.837 2.563
H 2.783 -12.306 1.325
H 2.649 -11.155 2.658
```

Properties
net charge = +1
lowest unoccupied orbital energy = -4.57 eV
energy above the lowest of the compared OMol25 structures with the same formula, charge and spin = 0.00 kcal per mole
F_max = 1.67 eV/Å



3.
Here is a molecular structure, C21H35InN2O9P2Si in a non-equilibrium geometry from OMol25. Energies are from wB97M-V/def2-TZVPD.

```
71
Properties=species:S:1:pos:R:3
In -3.641 -1.010 0.148
C -3.054 4.387 -3.316
C -2.490 3.156 -2.605
O -2.189 2.168 -3.301
C -2.283 3.288 -1.219
C -1.549 2.441 -0.311
C -1.096 3.085 1.009
N -1.149 1.250 -0.652
N -0.013 0.737 0.119
C -0.348 0.157 1.270
O -1.526 -0.115 1.579
C 0.664 -0.085 2.367
C 0.407 -1.198 3.207
C 1.158 -1.361 4.386
C 2.002 -0.350 4.808
C 2.269 0.742 3.982
C 1.614 0.857 2.774
H -4.036 4.088 -3.782
H -3.226 5.224 -2.637
H -2.395 4.606 -4.174
H -2.738 4.120 -0.664
H -1.802 3.868 1.301
H -1.108 2.397 1.831
H -0.086 3.513 0.947
H -0.387 -1.904 2.914
H 0.944 -2.178 4.998
H 2.363 -0.400 5.801
H 2.971 1.552 4.241
H 1.815 1.741 2.172
O -5.128 -3.793 3.558
P -4.886 -3.693 1.965
O -5.100 -2.246 1.593
O -5.619 -4.700 1.201
O -3.298 -4.060 1.849
P -2.434 -4.190 0.481
O -3.248 -5.338 -0.305
O -1.072 -4.715 0.833
O -2.626 -2.900 -0.258
H -5.167 -2.884 3.883
H -4.211 -5.275 -0.052
C 0.094 -0.369 -2.747
Si 1.023 0.118 -1.233
C 1.889 -1.468 -0.597
C 2.984 -1.294 0.441
C 0.801 -2.364 0.036
C 2.509 -2.274 -1.796
C 2.159 1.602 -1.657
C 1.387 2.801 -2.316
C 2.887 2.238 -0.436
C 3.218 1.068 -2.647
H 0.838 -0.559 -3.498
H -0.595 0.412 -3.032
H -0.500 -1.264 -2.562
H 2.729 -0.697 1.341
H 3.889 -0.868 -0.020
H 3.214 -2.304 0.789
H 0.545 -2.003 1.008
H 1.196 -3.402 0.229
H -0.150 -2.381 -0.488
H 3.322 -1.670 -2.254
H 1.844 -2.504 -2.598
H 2.883 -3.238 -1.395
H 0.632 3.176 -1.675
H 0.947 2.553 -3.258
H 2.119 3.644 -2.498
H 2.222 2.719 0.251
H 3.575 3.031 -0.814
H 3.373 1.457 0.122
H 2.889 0.525 -3.522
H 3.947 0.408 -2.102
H 3.830 1.925 -3.016
```

Properties
net charge = -2
lowest unoccupied orbital energy = 4.25 eV
energy above the lowest of the compared OMol25 structures with the same formula, charge and spin = 6.56 kcal per mole
F_max = 2.52 eV/Å



4.
Here is a molecular structure, C21H36AsFeN4O8S5Si3 in a non-equilibrium geometry from OMol25. Energies are from wB97M-V/def2-TZVPD.

```
79
Properties=species:S:1:pos:R:3
Fe 1.004 0.808 -0.008
O 5.033 1.055 -0.972
C 3.967 0.460 -0.834
O 2.816 1.054 -0.943
C 3.936 -1.018 -0.612
C 5.104 -1.718 -0.820
C 5.117 -3.102 -0.747
C 3.948 -3.806 -0.553
C 2.778 -3.109 -0.367
C 2.726 -1.691 -0.252
O 1.688 -1.109 0.200
N 1.541 -3.900 -0.305
O 1.610 -5.059 0.072
O 0.529 -3.381 -0.734
N 6.374 -3.828 -0.932
O 6.342 -5.044 -0.908
O 7.387 -3.173 -1.094
H 6.005 -1.171 -1.054
H 3.939 -4.885 -0.573
C -2.812 -2.428 -2.617
Si -2.860 -2.623 -0.772
C -2.342 -4.327 -0.280
C -4.598 -2.394 -0.143
As -1.513 -0.848 0.018
Si -1.108 -1.362 2.283
C -0.156 -2.942 2.460
C -0.086 0.035 2.991
C -2.660 -1.474 3.313
Si -3.062 0.942 0.093
C -3.440 1.303 -1.697
C -4.703 0.743 0.985
C -2.269 2.431 0.897
H -3.252 -3.300 -3.112
H -1.777 -2.327 -2.955
H -3.361 -1.538 -2.932
H -3.189 -4.987 -0.489
H -2.112 -4.404 0.784
H -1.466 -4.669 -0.831
H -5.163 -3.320 -0.298
H -5.119 -1.589 -0.664
H -4.607 -2.168 0.924
H 0.903 -2.772 2.252
H -0.501 -3.721 1.783
H -0.253 -3.309 3.487
H 0.922 0.037 2.561
H 0.037 -0.088 4.073
H -0.556 1.011 2.828
H -3.226 -2.383 3.085
H -3.315 -0.614 3.159
H -2.392 -1.504 4.376
H -4.131 0.555 -2.092
H -2.529 1.278 -2.302
H -3.915 2.285 -1.808
H -5.499 0.469 0.289
H -4.976 1.702 1.440
H -4.685 -0.006 1.774
H -1.236 2.620 0.594
H -2.291 2.332 1.987
H -2.851 3.323 0.633
N 1.686 2.736 -2.729
C 0.402 2.555 -2.397
N -0.539 3.339 -2.982
O 0.029 1.636 -1.632
H 1.974 3.491 -3.325
H 2.385 2.193 -2.199
H -0.289 4.185 -3.461
H -1.470 3.268 -2.607
C 0.289 6.010 1.466
S 0.542 5.480 -0.252
C 2.159 4.832 -0.121
C 2.528 3.674 0.619
S 1.484 2.682 1.506
S 4.172 3.282 0.547
C 4.686 4.550 -0.492
S 6.218 4.762 -1.002
S 3.395 5.611 -0.950
H -0.684 6.498 1.485
H 1.059 6.721 1.756
H 0.282 5.145 2.124
```

Properties
multiplicity = 6
net charge = 0
lowest unoccupied orbital energy (spin up / spin down) = -1.19 / -3.69 eV
energy above the lowest of the compared OMol25 structures with the same formula, charge and spin = 33.83 kcal per mole
F_max = 1.62 eV/Å



5.
Here is 2 unconnected molecules or ions with the total composition C21H36BClN2O10 in a non-equilibrium geometry from OMol25. Energies are from wB97M-V/def2-TZVPD.

```
71
Properties=species:S:1:pos:R:3
C 4.841 -0.275 -1.443
C 4.564 -1.010 -0.016
C 4.905 -0.044 1.217
C 3.683 0.869 1.708
C 2.810 1.509 0.527
C 1.384 2.069 1.087
C 0.189 1.372 0.231
C -1.121 2.346 0.293
C -2.434 1.572 0.821
N -3.732 2.327 0.670
N -3.356 3.708 0.575
C -4.554 2.270 1.964
C -5.089 0.808 2.346
C -6.708 0.829 2.306
C -7.352 -0.146 1.218
O -6.767 -1.484 1.219
C -7.748 -2.288 0.531
O -8.303 -3.276 1.025
C -4.529 2.061 -0.573
Cl -4.818 0.321 -1.002
C -3.947 2.799 -1.908
C -4.839 2.217 -3.147
H 5.545 -0.901 -2.098
H 3.870 -0.066 -2.008
H 5.349 0.750 -1.287
H 3.438 -1.230 0.003
H 5.095 -2.019 0.032
H 5.822 0.595 0.968
H 5.188 -0.730 2.100
H 4.151 1.757 2.278
H 2.992 0.351 2.463
H 3.383 2.375 0.023
H 2.537 0.766 -0.301
H 1.383 3.212 0.976
H 1.261 1.842 2.207
H -0.083 0.369 0.701
H 0.508 1.259 -0.862
H -0.820 3.192 1.018
H -1.243 2.837 -0.724
H -2.409 0.528 0.380
H -2.268 1.441 1.956
H -4.230 4.258 0.431
H -2.993 4.044 1.477
H -3.900 2.616 2.850
H -5.380 3.069 1.887
H -4.623 -0.049 1.765
H -4.820 0.619 3.452
H -7.097 0.474 3.332
H -7.153 1.871 2.159
H -8.464 -0.275 1.506
H -7.377 0.301 0.151
H -8.043 -1.957 -0.523
H -5.565 2.544 -0.410
H -2.877 2.505 -2.148
H -4.149 3.916 -1.894
H -4.366 1.280 -3.610
H -5.937 2.093 -2.884
H -4.763 3.022 -3.972
B 7.767 -5.017 -1.618
O 7.964 -4.261 -2.866
C 8.871 -4.920 -3.588
O 9.263 -4.569 -4.674
C 9.304 -6.119 -2.857
O 10.114 -6.928 -3.235
O 8.659 -6.187 -1.691
O 8.083 -4.186 -0.442
C 6.982 -4.126 0.304
O 6.896 -3.519 1.345
C 5.911 -4.902 -0.335
O 4.788 -5.047 0.087
O 6.361 -5.434 -1.470
```

Properties
net charge = 0
lowest unoccupied orbital energy = -1.80 eV
energy above the lowest of the compared OMol25 structures with the same formula, charge and spin = 0.00 kcal per mole
F_max = 4.48 eV/Å



6.
Here is a molecular structure, C21H36BrGaN7Si from OMol25. Energies are from wB97M-V/def2-TZVPD.

```
67
Properties=species:S:1:pos:R:3
Ga -3.814 -0.977 -0.610
N -3.220 -3.075 -3.131
C -4.344 -2.371 -3.253
N -5.143 -2.611 -4.264
C -6.254 -1.872 -4.361
N -7.091 -2.104 -5.342
N -6.581 -0.852 -3.492
C -5.764 -0.687 -2.516
N -4.632 -1.425 -2.292
C -6.018 0.394 -1.522
C -7.047 1.297 -1.651
C -7.169 2.302 -0.695
C -6.260 2.369 0.351
C -5.254 1.426 0.428
N -5.144 0.454 -0.490
H -3.014 -3.748 -3.854
H -2.477 -2.808 -2.507
H -6.894 -2.832 -6.012
H -7.926 -1.547 -5.441
H -7.724 1.212 -2.488
H -7.967 3.029 -0.772
H -6.324 3.143 1.103
H -4.523 1.436 1.225
N -4.837 -3.240 1.477
C -4.490 -2.442 0.739
H -5.142 -3.950 2.131
C 5.161 2.292 0.175
C 3.626 2.053 0.121
C 3.194 1.921 -1.352
C 2.920 3.277 0.722
Si 3.443 0.473 1.115
Br -1.601 -0.693 -0.315
C 4.110 -1.142 0.420
C 5.497 -1.297 1.098
C 3.245 -2.365 0.779
C 4.309 -1.129 -1.103
C 2.946 0.558 2.923
C 2.595 -0.801 3.545
C 1.794 1.535 3.216
C 4.235 1.098 3.604
H 5.373 3.210 -0.380
H 5.730 1.493 -0.303
H 5.538 2.437 1.189
H 3.282 2.907 -1.814
H 2.151 1.610 -1.457
H 3.817 1.241 -1.921
H 3.056 4.114 0.035
H 3.355 3.576 1.676
H 1.849 3.129 0.854
H 5.426 -1.390 2.183
H 6.186 -0.485 0.858
H 5.946 -2.222 0.727
H 3.270 -2.609 1.836
H 3.644 -3.225 0.238
H 2.201 -2.250 0.474
H 5.077 -0.422 -1.414
H 3.392 -0.915 -1.650
H 4.650 -2.121 -1.406
H 1.776 -1.306 3.032
H 2.283 -0.629 4.578
H 3.452 -1.472 3.581
H 0.880 1.277 2.675
H 2.043 2.568 3.001
H 1.567 1.471 4.283
H 5.095 0.437 3.484
H 4.035 1.176 4.676
H 4.506 2.097 3.257
```

Properties
net charge = +3
lowest unoccupied orbital energy = -9.01 eV
energy above the lowest of the compared OMol25 structures with the same formula, charge and spin = 4.24 kcal per mole
F_max = 0.26 eV/Å